Record 1
{
  "formula": "C14H18N2O",
  "method": "ωB97M-V with the def2-TZVPD basis set",
  "elements": ["O", "N", "N", "C", "C", "C", "C", "C", "C", "C", "C", "C", "C", "C", "C", "C", "C", "H", "H", "H", "H", "H", "H", "H", "H", "H", "H", "H", "H", "H", "H", "H", "H", "H", "H"],
  "positions_angstrom": [[0.23636, -1.12266, -2.07627], [-3.22419, 1.09254, 1.54345], [1.88702, 2.38090, 1.92148], [0.82783, -0.68018, -3.31251], [2.21215, 0.62634, 0.25844], [-1.20146, -1.45944, -2.37541], [3.46156, 0.32125, 0.83012], [1.38156, 1.53053, 0.89917], [-2.99866, 0.60520, 3.93328], [-1.88159, -0.03685, 3.66017], [3.94904, 1.12717, 1.87040], [-2.03717, 0.39432, 1.32766], [3.18262, 2.20175, 2.38430], [-1.39715, -0.27926, 2.37267], [0.24418, -1.67151, -4.25304], [-3.62026, 1.18434, 2.88052], [-1.21284, -1.73877, -3.85628], [-1.85644, -0.60181, -2.22182], [4.98171, 0.98185, 2.15127], [0.74403, 0.36496, -3.61044], [1.83455, 0.04096, -0.56688], [1.90662, -0.74046, -3.16873], [-1.70756, -2.66475, -4.14941], [-0.61571, -1.01833, 2.27504], [-3.32300, 0.76148, 4.95150], [-1.59950, -2.35649, -1.90112], [-1.70231, 0.45203, 0.30251], [-1.43581, -0.48251, 4.53713], [0.79097, -2.60736, -4.13776], [4.08950, -0.41996, 0.35823], [3.72020, 2.77935, 3.12171], [0.33435, -1.34675, -5.28962], [-1.84694, -0.99375, -4.33687], [0.36984, 1.61438, 0.53067], [-4.49358, 1.76139, 3.14644]],
  "s2": 0.763,
  "homo_lumo_gap_ev": [2.4, 6.6],
  "multiplicity": 2,
  "max_force_ev_per_a": 4.127,
  "total_charge": -1
}

=====

Record 2
{
  "formula": "C5H7N",
  "method": "ωB97M-V with the def2-TZVPD basis set",
  "elements": ["N", "C", "C", "C", "C", "C", "H", "H", "H", "H", "H", "H", "H"],
  "positions_angstrom": [[0.75655, 0.09715, -0.58876], [-0.38689, 0.91019, -0.79851], [-0.90219, -1.53530, 0.18375], [-0.76048, 1.90574, -0.01031], [0.43570, -1.30406, -0.24598], [1.06394, -0.29129, 0.72897], [-1.07099, -2.60085, -0.03168], [-0.21329, 2.14125, 0.89521], [2.10343, -0.49553, 0.96477], [-0.94468, 0.66473, -1.69871], [-1.63330, 2.48984, -0.26742], [0.42789, 0.05002, 1.54249], [1.12430, -2.03189, -0.67381]],
  "homo_lumo_gap_ev": 8.2,
  "max_force_ev_per_a": 0.801,
  "total_charge": 0
}

=====

Record 3
{
  "formula": "C37H39AsGe2N2STl",
  "method": "ωB97M-V with the def2-TZVPD basis set",
  "elements": ["Tl", "As", "Ge", "Ge", "S", "N", "N", "C", "C", "C", "C", "C", "C", "C", "C", "C", "C", "C", "C", "C", "C", "C", "C", "C", "C", "C", "C", "C", "C", "C", "C", "C", "C", "C", "C", "C", "C", "C", "C", "C", "C", "C", "C", "C", "H", "H", "H", "H", "H", "H", "H", "H", "H", "H", "H", "H", "H", "H", "H", "H", "H", "H", "H", "H", "H", "H", "H", "H", "H", "H", "H", "H", "H", "H", "H", "H", "H", "H", "H", "H", "H", "H", "H"],
  "positions_angstrom": [[0.65286, -0.13817, -1.94628], [-0.00294, 3.03073, 0.43212], [0.35886, -3.22437, 0.32572], [0.94796, -3.46737, 2.88242], [1.22116, 0.36363, 0.89952], [-1.71654, -0.03587, -0.79288], [-3.41554, -0.27207, 0.59092], [-0.30744, 2.96063, -1.50438], [0.42706, 2.79493, -3.80018], [-3.74624, -4.12717, 0.11352], [-1.91774, -3.06317, -1.67828], [-2.08174, -0.23437, 0.46052], [-0.33974, 4.91493, 0.92022], [-0.82904, 7.21613, 0.47532], [1.70106, -3.31367, -2.41538], [4.61016, 2.37083, -0.00918], [-0.24044, 6.53213, 2.70042], [0.72296, 2.89473, -2.44548], [-0.89214, 2.77413, -4.22398], [1.03146, -5.42777, 3.24552], [2.81316, 3.95593, 0.16402], [-3.23274, -3.25707, -2.06098], [-0.71354, 5.90853, 0.02492], [3.74646, 1.32223, 0.25712], [-4.15054, -0.55467, 1.79352], [-1.62984, 2.93513, -1.94438], [2.40246, 1.59683, 0.47582], [3.02506, -3.85617, -0.48998], [-0.61124, 7.52683, 1.80842], [-1.92014, 2.85463, -3.29638], [4.10626, -4.13837, -1.30348], [-0.12514, 5.22603, 2.25972], [-0.55424, -2.54697, 3.79932], [3.99326, -3.99487, -2.67738], [1.93496, 2.91433, 0.41102], [4.15566, 3.68053, -0.05148], [2.67526, -2.51827, 3.08472], [1.80446, -3.43957, -1.02788], [-4.15234, -3.78147, -1.16588], [2.78766, -3.58827, -3.22938], [-3.93994, -0.08547, -0.65258], [-2.42984, -3.93627, 0.49412], [-2.87884, 0.06033, -1.49838], [-1.49564, -3.39957, -0.39428], [5.65396, 2.16523, -0.18448], [2.81456, -2.26057, 4.13132], [1.75686, 2.98703, -2.13108], [0.08276, -5.91797, 3.03732], [1.81606, -5.90357, 2.66102], [-2.86814, 0.22603, -2.55608], [1.26316, -5.57657, 4.29972], [-5.18124, -3.91887, -1.46248], [5.03746, -4.46757, -0.87148], [4.84556, 4.47973, -0.27348], [-2.10994, -4.22497, 1.49052], [0.13536, 4.43323, 2.95422], [-2.43374, 2.98423, -1.21398], [-1.39994, -0.32857, 1.28422], [4.83776, -4.20527, -3.31638], [-2.94814, 2.85853, -3.63128], [-1.08404, 7.99843, -0.22488], [2.67436, -1.60097, 2.50152], [-4.27624, -1.63307, 1.90682], [1.22546, 2.76943, -4.52588], [-1.22154, -2.63647, -2.38778], [-0.45234, -2.69927, 4.87072], [4.11256, 0.30743, 0.30512], [0.75916, -3.04517, -2.87678], [-1.52294, -2.93387, 3.49882], [-0.04274, 6.77023, 3.73392], [3.11386, -3.97707, 0.58372], [2.44776, 4.97693, 0.13422], [-3.54134, -2.99907, -3.06228], [-0.52054, -1.47927, 3.60552], [-1.11974, 2.72103, -5.27698], [-5.13664, -0.09817, 1.74352], [2.68846, -3.49247, -4.30098], [-3.61734, -0.16827, 2.65962], [-0.73864, 8.54243, 2.15332], [3.50946, -3.14187, 2.77622], [-4.45664, -4.54827, 0.80892], [-4.99444, -0.07187, -0.83798], [-0.90324, 5.67623, -1.01658]],
  "s2": 0.760,
  "homo_lumo_gap_ev": [6.3, 5.3],
  "multiplicity": 2,
  "max_force_ev_per_a": 1.216,
  "total_charge": 2
}

=====

Record 4
{
  "formula": "C3H13N3",
  "method": "ωB97M-V with the def2-TZVPD basis set",
  "elements": ["N", "N", "N", "C", "C", "C", "H", "H", "H", "H", "H", "H", "H", "H", "H", "H", "H", "H", "H"],
  "positions_angstrom": [[-7.21311, 4.40127, 3.13347], [3.50631, -1.93994, -2.86965], [4.28248, -1.28076, 0.49343], [3.47713, -2.91491, -3.67644], [2.64081, -1.78015, -1.76499], [-8.00093, 3.68627, 3.87063], [4.10570, -1.72714, 1.35803], [-8.24960, 3.88457, 4.97352], [4.14173, -0.33782, 0.66786], [2.21606, -0.84874, -2.01579], [-6.77309, 5.19681, 3.49436], [4.29300, -2.87473, -4.38467], [-7.17005, 4.09876, 2.08576], [2.81792, -3.83685, -3.65052], [4.11962, -1.12057, -2.94008], [5.32052, -1.12723, 0.36891], [3.07249, -1.85623, -0.73236], [-8.33798, 2.75150, 3.40581], [1.75099, -2.37413, -1.81728]],
  "homo_lumo_gap_ev": 8.1,
  "max_force_ev_per_a": 4.296,
  "total_charge": 2
}

=====

Record 5
{
  "formula": "C19H48N3O6S2",
  "method": "ωB97M-V with the def2-TZVPD basis set",
  "elements": ["S", "S", "O", "O", "O", "O", "O", "O", "N", "N", "N", "C", "C", "C", "C", "C", "C", "C", "C", "C", "C", "C", "C", "C", "C", "C", "C", "C", "C", "C", "H", "H", "H", "H", "H", "H", "H", "H", "H", "H", "H", "H", "H", "H", "H", "H", "H", "H", "H", "H", "H", "H", "H", "H", "H", "H", "H", "H", "H", "H", "H", "H", "H", "H", "H", "H", "H", "H", "H", "H", "H", "H", "H", "H", "H", "H", "H", "H"],
  "positions_angstrom": [[-2.61428, -0.01974, 2.76462], [-1.73082, 1.81262, 0.71301], [-1.93377, 5.26482, -1.77457], [3.30632, -2.65968, -1.92786], [0.99518, 0.56983, -5.64576], [0.79493, -3.81611, 2.25158], [-2.37902, -2.57794, 4.98493], [2.98008, 1.13306, 1.90226], [-3.59603, -0.23023, 0.34032], [1.37250, -0.88321, 0.19187], [-5.47150, -0.88764, -0.57643], [2.04591, -5.05712, 0.59682], [1.77822, -4.84182, 2.07137], [-2.40091, 5.33922, -0.42555], [2.74513, 2.34152, 4.00120], [-1.27769, 1.43589, -5.61810], [-1.21525, -3.07527, 5.64147], [-2.70864, 0.43642, 1.21516], [-2.50322, 6.77862, 0.03888], [0.31041, -0.48698, -0.80502], [-3.29376, -1.13433, -0.63373], [3.70544, -1.51605, -2.69350], [2.11064, 1.97959, 2.67524], [3.29248, -1.67654, -4.14018], [0.20300, 1.75181, -5.51713], [-1.15315, 1.60086, -0.99234], [-4.43586, -1.54151, -1.21169], [0.26310, 1.03299, -1.03677], [-0.28221, -1.94342, 6.03121], [-4.98151, -0.13846, 0.31734], [1.15580, 1.46384, 2.83327], [0.66720, 1.21930, -2.03411], [-3.37594, 4.85505, -0.39287], [2.25814, -0.40172, 0.02682], [-5.52351, 0.49054, 1.00317], [-1.50993, 0.97910, -6.58218], [1.48801, -1.89829, 0.09140], [2.39309, -4.12945, 0.13359], [-1.87761, 1.04781, -1.59401], [-0.79300, -1.23816, 6.68745], [4.78730, -1.38842, -2.60426], [-2.34536, -1.53616, -0.95191], [-2.86773, 6.83478, 1.06536], [0.80564, 0.18443, -6.50703], [3.21854, -0.64031, -2.25623], [-1.06752, 5.68299, -1.80656], [-1.55089, -3.61577, 6.52465], [1.13102, -5.35410, 0.07767], [-1.10312, 2.60482, -1.42412], [2.68221, -4.52251, 2.58685], [3.74402, -3.42781, -2.30835], [-3.18136, 7.33738, -0.60600], [0.90434, 1.52066, -0.29697], [0.49781, 2.46322, -6.29356], [1.92326, 2.87326, 2.08197], [-0.62916, -0.88218, -0.42942], [3.75544, -2.56179, -4.58151], [1.42301, -5.76223, 2.54074], [0.97691, -0.71753, 1.11797], [2.79983, -5.82859, 0.43922], [0.03935, -1.38658, 5.14532], [0.53868, -0.98491, -1.74655], [-1.52934, 7.27134, -0.01216], [-2.08949, -2.10812, 4.19738], [-0.00808, -4.10850, 1.80713], [-4.50954, -2.26168, -2.00615], [2.21216, -1.80696, -4.21325], [0.60311, -2.32281, 6.54411], [-1.56983, 0.72205, -4.84512], [3.14508, 0.33969, 2.42406], [0.43507, 2.18983, -4.54574], [3.57995, -0.80296, -4.72489], [2.09122, 2.99261, 4.58117], [3.69596, 2.84984, 3.84116], [-1.87989, 2.33867, -5.50784], [2.95253, 1.44404, 4.58873], [-0.70593, -3.78265, 4.97808], [-1.71322, 4.77381, 0.21485]],
  "homo_lumo_gap_ev": 7.9,
  "max_force_ev_per_a": 2.544,
  "total_charge": 1
}